Formula: C33H59FN2O22P
Source: OMol25
Level of theory: wB97M-V/def2-TZVPD

Output
total charge	+1
HOMO energy	-11.69	eV
frontier orbital gap	7.010	eV

Each line ends with the Löwdin charge.
Element x y z (Å)
1 H 2.9553 5.9479 -8.5022  0.09
2 H -14.7124 5.4720 7.3657  0.10
3 H 11.2107 -0.3916 -2.0718  0.11
4 H -5.4444 -0.8555 7.0439  0.10
5 H -3.4629 -2.2229 -2.8212  0.13
6 P 4.8788 1.7624 -1.4607  0.86
7 H -10.2031 2.4126 6.2057  0.08
8 C 3.5853 5.4425 -7.7692  -0.07
9 H 5.1577 3.0665 -1.9735  0.08
10 O -2.0339 -3.3896 4.5245  0.13
11 H 3.5330 -0.4326 -0.5785  0.11
12 C 6.2458 5.1497 -6.3328  -0.60
13 H -15.4996 7.0524 7.2590  0.09
14 H -9.2811 7.2386 7.3814  0.12
15 H -3.8024 -2.2772 -0.3766  0.09
16 O 5.6107 1.5027 -0.2042  -0.32
17 C 6.1742 -7.2931 -5.0144  -0.60
18 C -10.1296 0.2764 6.4941  -0.21
19 H -8.7293 6.2129 5.2040  0.08
20 O 8.5886 1.5921 -2.8874  0.16
21 H 9.8513 -1.5672 -2.3709  0.09
22 C -12.3582 6.4282 6.9183  -0.60
23 O 6.8056 4.5876 -5.2460  -0.02
24 C -3.1978 -1.4891 -0.8275  -0.06
25 H 0.9217 1.3437 -1.6074  0.10
26 H 4.2246 4.7347 -8.2985  0.07
27 H 3.6048 -2.8694 0.1659  0.13
28 C 4.4063 6.4479 -6.9876  -0.20
29 H -9.9618 5.6202 7.3263  0.12
30 H -9.8369 7.5821 4.9631  0.08
31 C -5.0654 -3.7160 5.1235  -0.06
32 H 3.4799 1.7096 -1.1592  0.05
33 O 6.8024 -6.7612 -5.8933  0.12
34 C -0.8233 -1.3245 3.4137  -0.05
35 H 8.6533 -9.3662 -3.9803  0.08
36 O -6.7605 -0.0675 5.6283  0.00
37 O -7.7272 0.0486 7.6736  0.13
38 H 3.7411 7.1610 -6.5008  0.12
39 C -14.6764 6.4482 6.8825  -0.04
40 H -3.8135 -0.5958 -0.9501  0.09
41 H 8.8716 -8.1798 -5.2549  0.07
42 H 5.0547 -5.0020 -5.3907  0.10
43 O -0.2278 0.4291 -3.0585  0.02
44 H 9.1928 -9.8853 -5.5918  0.08
45 H -14.7846 6.3445 5.8022  0.10
46 C 6.4395 0.8460 -3.4321  -0.01
47 H -4.7337 -0.2964 5.5246  0.09
48 O -2.0866 -1.7785 2.9330  -0.01
49 H 8.6818 4.3019 -6.1244  0.10
50 C 10.3159 -0.8813 -1.6198  0.03
51 C 5.1173 -3.4408 -1.3364  -0.08
52 H -11.2508 1.8140 7.5095  0.08
53 O 6.6523 5.0508 -7.4586  0.14
54 C -9.7382 6.5836 5.3940  -0.07
55 C -4.5015 -4.1574 3.7888  -0.20
56 C 7.7237 0.8442 -2.5426  -0.44
57 H -10.4439 5.9383 4.8692  0.07
58 H 5.0712 7.0186 -7.6378  0.13
59 O -8.9137 0.1267 5.7445  0.04
60 H -5.2820 0.8981 6.7100  0.10
61 C 8.5382 -9.1986 -5.0532  -0.07
62 H -5.6834 -2.8234 5.0024  0.07
63 H 6.8047 -10.4333 -5.2905  0.12
64 H -10.1756 -0.4605 7.2982  0.12
65 H 6.2139 -4.8125 -4.0398  0.07
66 N 5.1592 0.4718 -2.7407  -0.24
67 H 8.3866 3.4720 -4.5922  0.08
68 C 5.2761 -5.2614 -4.3541  -0.07
69 O -12.3293 5.2946 6.5117  0.12
70 H -10.9451 0.0537 5.8057  0.12
71 C -7.7989 0.0307 6.4723  -0.60
72 F 4.0840 0.6359 -3.6320  0.04
73 C -5.4906 -0.0815 6.2778  -0.05
74 C 7.0955 -9.3984 -5.4711  -0.21
75 C 5.0961 -0.8958 -2.2030  -0.17
76 C 4.2029 -1.1518 -1.0800  0.03
77 H -0.4542 -0.5772 2.7129  0.09
78 H -5.3185 -4.4396 3.1245  0.12
79 H 5.1207 -4.4842 -0.9341  0.14
80 O -11.3000 7.2090 7.1559  0.04
81 H 2.9508 4.8599 -7.0972  0.08
82 C -10.0237 6.6156 6.8821  -0.21
83 C 9.3084 0.1467 -1.0319  -0.42
84 H 7.6134 2.8642 -6.0662  0.10
85 H -4.2701 -3.4604 5.8252  0.08
86 H 1.7458 0.0450 -2.5352  0.07
87 O 9.6488 0.9580 -0.2622  0.21
88 O 5.3308 -6.6741 -4.1732  0.01
89 H -1.9968 -2.8139 -2.0575  0.12
90 O 5.1547 5.8099 -5.9385  0.03
91 C 4.2446 -2.5244 -0.6682  0.01
92 H -3.8541 -5.0301 3.8928  0.13
93 H 4.4764 -4.8766 -3.7247  0.08
94 H -0.9425 -0.8568 4.3919  0.10
95 H 1.4135 1.6125 -3.2896  0.09
96 C 5.8618 -1.9643 -2.7599  -0.06
97 C 7.9364 3.7651 -5.5391  -0.05
98 H 10.6698 -1.4878 -0.7445  0.11
99 C -10.2841 1.6889 7.0195  -0.07
100 O 6.2070 -8.5851 -4.6882  0.04
101 C -2.6420 -1.9398 -2.1627  -0.20
102 N 5.9575 -3.2609 -2.3941  0.10
103 O 7.9219 0.0296 -1.4701  0.07
104 C 1.0337 0.8711 -2.5867  -0.08
105 O -13.4624 7.1350 7.1872  0.01
106 H 6.4882 -1.7051 -3.6497  0.14
107 H 6.3097 1.9038 -3.7874  0.14
108 O -0.1631 -1.1707 -1.4526  0.11
109 H -0.1014 -2.1397 3.4653  0.09
110 H 6.9529 -9.2040 -6.5356  0.13
111 C -0.7260 -0.6060 -2.3582  -0.60
112 O -3.8003 -3.0855 3.1378  0.03
113 H -5.6700 -4.5085 5.5672  0.09
114 O -1.9392 -0.8729 -2.8257  0.05
115 H -9.5020 1.9314 7.7405  0.07
116 C -2.5847 -2.8184 3.6198  -0.60
117 H 6.5845 0.2350 -4.3582  0.16
118 H -2.3993 -1.2318 -0.1305  0.07

Atomic forces in eV per Å
H 0.018 0.014 0.074
H 0.115 0.017 -0.120
H -0.920 -0.055 0.475
H -0.099 0.134 0.046
H 0.174 0.233 -0.194
P -0.677 1.246 3.876
H -0.174 -0.068 -0.026
C 0.138 -0.315 -0.008
H -0.077 -0.870 -0.818
O 0.043 0.060 -0.175
H 0.558 -0.461 -0.427
C -0.332 0.120 -0.094
H 0.219 0.140 0.039
H -0.266 0.130 0.091
H 0.021 0.027 -0.053
O 0.055 -0.175 -1.374
C 0.148 -0.281 0.138
C -0.498 0.204 0.303
H -0.021 0.045 0.054
O -0.234 0.314 -0.777
H 0.371 0.575 0.661
C 0.007 0.236 -0.110
O -0.077 -0.039 0.035
C 0.191 0.272 0.132
H 0.061 -0.125 0.039
H 0.026 0.135 -0.047
H 0.593 0.172 -0.690
C -0.432 0.204 -0.476
H -0.197 0.018 -0.072
H 0.127 0.010 0.094
C 0.135 0.266 0.178
H 0.410 -0.155 -1.161
O -0.165 0.043 0.087
C 0.296 0.195 0.029
H -0.032 -0.155 -0.060
O -0.104 -0.096 0.061
O 0.058 -0.091 -0.140
H 0.182 -0.108 0.247
C -0.399 -0.078 -0.033
H -0.095 -0.126 -0.075
H -0.044 -0.061 -0.117
H 0.104 -0.089 0.009
O 0.130 -0.110 0.047
H -0.071 -0.011 0.030
H 0.054 -0.134 0.066
C 0.129 0.486 -0.769
H -0.235 0.016 -0.152
O -0.010 -0.148 -0.018
H -0.158 -0.056 -0.105
C -0.786 -0.618 0.002
C -0.240 -1.546 0.979
H 0.014 -0.017 -0.080
O 0.071 -0.027 0.206
C -0.225 -0.032 -0.211
C -0.375 -0.370 0.358
C 1.049 -0.194 0.885
H 0.059 -0.062 0.101
H 0.116 -0.185 0.069
O 0.210 -0.210 -0.014
H -0.052 -0.106 0.125
C 0.084 0.290 0.131
H -0.106 -0.125 -0.086
H -0.225 0.166 0.163
H 0.216 0.057 -0.017
H -0.013 -0.088 -0.209
N 0.711 -0.994 0.240
H -0.173 0.156 0.055
C -0.067 0.073 -0.296
O 0.000 0.062 0.117
H 0.258 -0.057 -0.181
C -0.169 0.188 -0.118
F 0.052 0.326 -0.532
C 0.383 -0.007 0.076
C 0.471 -0.355 -0.241
C -1.125 -1.432 1.893
C 1.401 -2.111 -1.129
H -0.243 -0.054 -0.085
H 0.151 0.228 -0.172
H -0.038 0.947 -0.386
O -0.142 -0.083 0.160
H -0.084 0.157 0.003
C 0.474 -0.163 -0.208
C 2.283 -0.934 -0.596
H 0.081 0.113 -0.182
H 0.022 -0.137 -0.046
H -0.114 -0.039 0.108
O -0.821 0.480 0.509
O -0.036 -0.052 -0.124
H 0.144 0.185 0.007
O 0.283 -0.065 0.166
C 0.402 1.330 -0.917
H 0.137 0.181 0.026
H -0.023 -0.309 0.039
H 0.075 -0.151 0.019
H -0.260 -0.039 -0.103
C 1.046 1.234 -1.644
C 0.331 -0.181 0.091
H -0.313 0.502 -0.811
C 0.274 0.184 0.062
O -0.224 0.217 -0.055
C -0.478 -0.428 0.415
N -2.240 3.111 2.070
O -1.023 0.203 -1.413
C 0.221 0.208 0.002
O 0.203 -0.138 0.036
H -0.497 -0.277 0.840
H 0.182 -0.923 0.375
O 0.201 0.130 -0.187
H -0.127 -0.014 0.128
H -0.030 0.194 0.105
C -0.586 -0.105 0.044
O 0.270 0.025 -0.167
H 0.006 0.022 -0.074
O 0.425 0.072 -0.111
H -0.064 -0.126 0.042
C -0.305 0.053 0.052
H -0.137 0.296 0.987
H -0.012 -0.148 -0.008

---

Formula: C33H59N2O10P2S
Source: OMol25
Level of theory: wB97M-V/def2-TZVPD

Output
total charge	+1
HOMO energy	-10.75	eV
frontier orbital gap	8.046	eV

Each line ends with the Löwdin charge.
Element x y z (Å)
1 C 2.2337 0.2969 -3.2132  -0.10
2 H -1.7990 -1.1860 -5.0198  0.12
3 H -5.1384 -3.4375 -2.6633  0.09
4 C -0.8279 -1.1936 -3.1014  -0.23
5 C 3.6189 -1.6163 -2.2136  -0.35
6 H -2.6215 -5.4033 -2.2033  0.10
7 H -0.0970 1.7833 3.6192  0.08
8 H 2.4434 0.5042 1.4940  0.10
9 C -2.0390 -0.0823 -1.3237  -0.25
10 C 1.4578 1.8758 -1.2897  -0.19
11 H -3.2556 0.6014 0.2737  0.04
12 H 0.5091 1.3744 -1.4995  0.10
13 O -0.7827 3.5949 7.6338  0.06
14 H 4.9667 -0.1939 -0.5699  -0.01
15 C -2.1000 5.4411 8.3455  -0.02
16 O 1.8324 1.8019 0.0727  -0.16
17 H 1.1696 0.3537 -3.4267  0.12
18 O 7.3562 -3.1362 -2.5117  0.00
19 H 4.0839 -3.6602 -1.5828  0.13
20 H -1.9005 -0.3647 0.8323  0.08
21 H 3.0166 2.1848 -2.7415  0.12
22 C 0.1581 0.7975 4.0090  -0.02
23 H -5.4362 -3.9405 -4.3398  0.09
24 H -2.3343 4.2308 -0.4800  0.08
25 C -6.2033 0.4284 1.0798  -0.48
26 C 8.3837 -3.0669 -3.1568  -0.48
27 H 1.2103 4.4855 8.8659  0.08
28 H -1.6283 2.0983 5.7791  0.08
29 O -5.4016 0.6707 0.2021  0.04
30 C -0.6879 5.8691 1.1554  -0.02
31 H 8.0420 -4.9577 -4.0820  0.08
32 P 5.1892 -0.7865 -1.8256  0.43
33 O 0.4826 -5.0313 -1.4269  -0.06
34 H -1.9303 6.4390 7.9388  0.09
35 H -2.1454 0.6181 6.6095  0.09
36 C -0.8324 4.6266 8.2633  -0.49
37 C 1.8811 0.4906 0.5666  -0.11
38 C 9.3029 -1.8809 -3.0484  -0.01
39 C 8.7880 -4.1669 -4.0992  -0.01
40 C -5.9160 -0.5928 2.1485  -0.01
41 C -0.9667 0.2789 4.8711  -0.50
42 H 2.4004 -0.2023 -0.1106  0.06
43 O -1.5459 -0.7474 4.5866  0.05
44 H 9.7521 -4.5784 -3.7984  0.09
45 H -1.6765 1.3160 0.2233  0.08
46 H -0.4686 1.1796 6.7472  0.08
47 H 2.7437 0.5110 -4.1451  0.12
48 H 10.2872 -2.2035 -2.7065  0.09
49 C -1.8452 -0.8646 -3.9916  -0.05
50 H -3.8925 0.8145 -1.8933  0.10
51 C 0.3690 5.1602 9.0041  -0.02
52 H -3.4688 3.7952 0.8152  0.08
53 O 0.9771 -5.2754 -3.8567  -0.05
54 H 0.6352 6.1471 8.6232  0.09
55 H 1.0800 0.8640 4.5890  0.09
56 H -3.3622 5.4783 0.2654  0.09
57 H -7.6149 1.6780 2.0930  0.09
58 H -2.8844 4.9514 7.7735  0.08
59 H -0.0815 -3.0115 -3.8775  0.10
60 C -3.0385 0.2559 -2.2410  -0.01
61 C -0.9363 -0.8052 -1.7704  -0.02
62 C 2.6039 1.3582 -2.1756  -0.15
63 C -4.8790 -4.1656 -3.4340  -0.01
64 H 0.1464 5.2407 10.0690  0.09
65 C 1.6135 -2.0745 -3.0012  -0.18
66 H -2.4191 5.5325 9.3846  0.09
67 H 0.3081 0.1122 3.1766  0.06
68 C -3.4026 -4.1039 -3.7232  -0.49
69 O 2.8398 -5.6517 -2.1805  -0.21
70 H -0.1492 5.5874 0.2492  0.08
71 H -8.3441 0.4158 1.0807  0.09
72 O -2.9754 -3.8383 -4.8233  0.06
73 P 1.6405 -4.8858 -2.4844  0.43
74 H 8.8968 -1.1615 -2.3411  0.07
75 N 2.1585 -3.2218 -2.5240  0.00
76 H -7.6104 1.8448 0.3258  0.08
77 C -1.3248 1.0979 6.0802  -0.03
78 H 8.8721 -3.7746 -5.1134  0.09
79 H -5.9356 -0.1228 3.1321  0.09
80 C 0.3023 -2.0137 -3.6941  -0.04
81 C 3.4207 -2.9337 -2.0078  -0.03
82 H 6.0901 -1.8357 -1.5930  -0.02
83 H -1.4423 -4.3077 -2.9374  0.03
84 H 9.4055 -1.4008 -4.0221  0.09
85 H 0.6637 -4.4429 -0.6804  0.11
86 N 2.4790 -1.0880 -2.7965  0.04
87 C -2.2076 0.3731 0.0982  -0.03
88 H -2.6170 -3.6764 -1.7688  0.09
89 H 1.4150 -4.8345 -4.5970  0.11
90 H -0.1628 -1.0900 -1.0664  0.11
91 C -7.5301 1.1387 1.1487  -0.02
92 H -3.7246 0.1029 -4.2718  0.11
93 C -2.9433 -0.1382 -3.5700  -0.04
94 H -6.6680 -1.3830 2.1185  0.09
95 H 1.3009 2.9323 -1.4790  0.13
96 H -4.9325 -1.0280 1.9894  0.08
97 H -5.1510 -5.1630 -3.0854  0.09
98 H 3.3867 1.0508 -1.4973  0.05
99 H 0.0181 5.9544 1.9776  0.08
100 H 0.8951 0.0757 0.7544  0.07
101 O -1.6998 4.2176 2.5326  0.06
102 C -1.7241 4.8231 1.4876  -0.51
103 H 0.5181 -1.5965 -4.6787  0.15
104 C -2.7931 4.5667 0.4520  -0.02
105 S 5.7802 0.4536 -3.1978  0.20
106 H -1.1687 6.8350 0.9947  0.09
107 C -2.4615 -4.3918 -2.5789  -0.02

Atomic forces in eV per Å
C -0.196 0.575 0.060
H 0.098 -0.102 -0.165
H 0.004 -0.086 0.092
C -0.258 0.230 -0.042
C 0.754 0.014 0.824
H -0.040 0.039 0.111
H 0.079 0.120 0.084
H -0.022 0.055 0.173
C -0.472 0.056 -0.079
C 0.282 0.103 0.083
H 0.002 -0.103 0.056
H -0.042 -0.210 0.164
O 0.024 0.101 0.067
H -0.111 -0.194 0.081
C -0.061 -0.174 -0.130
O -0.219 -0.026 -0.021
H -0.115 0.020 0.037
O -0.045 -0.063 -0.003
H -0.058 -0.335 -0.064
H 0.294 -0.007 0.105
H 0.170 0.149 -0.006
C -0.023 -0.184 -0.171
H 0.002 -0.002 -0.008
H -0.038 0.137 -0.073
C -0.010 0.037 -0.006
C 0.060 0.030 -0.032
H -0.002 -0.007 -0.003
H 0.154 0.104 0.053
O -0.145 0.007 -0.018
C 0.058 -0.062 0.196
H 0.000 -0.001 0.008
P 0.392 0.922 -0.604
O -0.052 0.945 -0.574
H 0.011 0.054 0.116
H 0.005 -0.003 0.001
C 0.002 0.028 0.020
C 0.236 -0.179 0.056
C -0.181 0.045 0.174
C -0.227 -0.096 0.087
C 0.191 -0.026 -0.128
C -0.085 -0.054 0.067
H 0.043 0.044 -0.095
O 0.002 0.013 -0.069
H 0.070 0.068 -0.093
H 0.304 -0.010 0.328
H 0.041 0.191 -0.027
H 0.368 -0.364 -0.091
H 0.052 0.001 -0.122
C 0.000 0.105 -0.028
H -0.156 0.046 0.056
C 0.077 -0.190 -0.094
H 0.002 -0.010 -0.008
O -0.475 1.079 0.298
H -0.056 0.063 0.100
H -0.025 0.154 0.023
H 0.075 0.027 -0.137
H -0.078 -0.093 0.058
H 0.004 -0.007 -0.005
H 0.137 -0.288 0.042
C 0.330 -0.204 -0.132
C 0.137 -0.312 -0.172
C -0.535 0.163 -0.261
C 0.009 0.068 -0.222
H -0.019 0.127 -0.005
C -0.289 -0.491 0.452
H 0.046 0.120 0.013
H 0.004 -0.014 0.008
C -0.030 -0.014 0.053
O 0.098 0.436 0.131
H -0.064 0.083 -0.073
H -0.027 0.002 0.133
O 0.109 0.078 -0.072
P 1.091 -2.057 0.214
H -0.004 0.012 -0.013
N -0.112 -0.024 0.135
H 0.007 -0.004 -0.002
C -0.215 -0.400 -0.126
H 0.139 0.013 0.005
H -0.130 -0.035 0.038
C 0.007 0.404 -0.211
C -0.211 0.566 -0.481
H -0.354 -0.235 0.164
H 0.021 -0.074 -0.014
H 0.110 -0.049 -0.026
H -0.283 -0.259 0.338
N -0.227 -0.341 -0.308
C -0.145 0.222 -0.303
H -0.088 -0.069 0.065
H -0.031 -0.348 -0.290
H 0.081 0.028 0.129
C 0.104 0.095 -0.192
H -0.118 0.061 -0.088
C 0.112 -0.011 0.404
H -0.057 0.053 0.112
H -0.034 0.147 -0.030
H 0.016 -0.006 -0.010
H -0.004 0.037 0.123
H 0.247 -0.127 -0.067
H 0.000 -0.009 0.006
H -0.359 0.025 0.055
O 0.022 -0.094 0.054
C 0.006 0.027 -0.030
H -0.039 -0.002 -0.188
C -0.053 -0.184 0.196
S -0.047 -0.166 0.026
H 0.009 -0.008 -0.130
C -0.036 0.090 -0.128

---

What is the formula in the first record?
C33H59FN2O22P